No. 1
Molecular formula: C39H35Br2F8N4
Method: DFT, ωB97M-V/def2-TZVPD

Structure (ORCA input):
```
! RIJCOSX wB97M-V def2-TZVPD def2/J DEFGRID3
* xyz 1 1
C -2.11967 0.12676 1.85280
C -1.61358 0.85605 1.00446
C -0.54858 1.54462 0.05664
N -0.03775 2.83171 0.58719
C 0.48661 3.03744 1.79266
N 0.62899 2.07342 2.83323
C 1.20955 2.80397 3.90709
C 1.53147 2.19188 5.32497
C 1.90782 0.64103 5.24504
C 0.75558 -0.34014 5.71373
F 0.78246 -0.38373 7.12793
Br -1.06119 0.20598 5.18094
C 1.09427 -1.84136 5.18902
F 0.86094 -2.70610 6.28554
F 2.39714 -1.96685 4.70132
Br -0.16183 -2.47393 3.76723
N 1.45715 4.13800 3.53813
N 0.99857 4.25626 2.26610
H -2.45179 -0.65577 2.59307
H 0.31415 0.85110 -0.18167
H -1.12041 1.76538 -0.90554
H -0.06710 3.64867 -0.04407
H 0.60278 2.36408 5.97043
H 2.38241 2.76461 5.82251
H 2.80468 0.49490 5.93466
H 2.20159 0.44255 4.15969
H 1.88478 4.89808 4.07654
H 1.05680 5.13043 1.74093
F -1.61333 -2.90420 1.22293
C -2.02032 -4.17922 1.05751
C -1.53417 -4.91239 -0.00995
C -1.94880 -6.22778 -0.17865
C -2.85336 -6.79026 0.71684
C -3.33853 -6.04110 1.78305
C -2.91549 -4.72874 1.95837
H -0.83659 -4.45472 -0.70165
H -1.56805 -6.81396 -1.00742
H -3.17992 -7.81557 0.58208
H -4.04622 -6.47889 2.47774
H -3.27632 -4.13276 2.78862
F -0.75825 4.62664 -1.89532
C -0.06729 4.62008 -3.05879
C 1.19380 5.18759 -3.10206
C 1.90529 5.17603 -4.29594
C 1.34192 4.60673 -5.43313
C 0.07139 4.04418 -5.37699
C -0.63607 4.04566 -4.18087
H 1.61289 5.63407 -2.20763
H 2.89711 5.61084 -4.34015
H 1.89575 4.60203 -6.36531
H -0.36821 3.60457 -6.26484
H -1.62355 3.60426 -4.11631
F -0.34391 -3.11539 -3.08896
C 0.29758 -4.21129 -3.53388
C 1.67976 -4.26445 -3.46876
C 2.34172 -5.39965 -3.92420
C 1.61503 -6.46417 -4.44886
C 0.22752 -6.39827 -4.51402
C -0.43586 -5.26797 -4.04898
H 2.23002 -3.42306 -3.06440
H 3.42301 -5.45430 -3.87057
H 2.13304 -7.34695 -4.80734
H -0.33744 -7.22635 -4.92669
H -1.51690 -5.20338 -4.08410
F 1.82552 6.63638 6.03504
C 0.74098 6.37874 6.79849
C 0.81121 5.39079 7.76489
C -0.30215 5.12661 8.55379
C -1.47579 5.84794 8.35921
C -1.53539 6.83544 7.38129
C -0.41850 7.10676 6.59909
H 1.73221 4.83430 7.89595
H -0.25554 4.35967 9.31840
H -2.34566 5.63905 8.97196
H -2.45167 7.39386 7.22795
H -0.44415 7.87827 5.83866
F 0.64750 -5.43421 -9.11314
C 0.25424 -4.23152 -8.66519
C 0.61477 -3.83056 -7.39055
C 0.21220 -2.58285 -6.92754
C -0.55558 -1.75599 -7.74181
C -0.91583 -2.17233 -9.01933
C -0.50425 -3.41492 -9.48662
H 1.20613 -4.49166 -6.76731
H 0.49556 -2.25559 -5.93331
H -0.87339 -0.78442 -7.37865
H -1.51746 -1.52890 -9.65134
H -0.76807 -3.75176 -10.48183
*
```

Computed properties:
E: -7672.7333 hartree
HOMO level: -10.47 eV

Mulliken population analysis, charges in e, atoms 1 to 6:
1 C 0.202
2 C -0.552
3 C -0.386
4 N -0.005
5 C 0.256
6 N -0.188



No. 2
Molecular formula: C4H10ClO2
Method: DFT, ωB97M-V/def2-TZVPD

Structure (ORCA input):
```
! RIJCOSX wB97M-V def2-TZVPD def2/J DEFGRID3
* xyz -1 1
Cl -2.45878 0.62475 4.73663
C -1.46605 -0.16199 1.59635
O -0.77112 -0.25992 0.36378
C 0.63286 -0.02424 0.54101
C 1.39235 -0.09612 -0.55817
O 0.86206 0.77283 -1.63943
C 0.37878 0.16075 -2.75076
H -2.46634 -0.03420 1.49047
H -1.13195 0.73798 2.30126
H -1.21856 -1.19766 2.06690
H 0.87956 -0.60819 1.36268
H 0.80581 0.94347 0.88565
H 1.30846 -0.96411 -0.91020
H 2.39299 -0.10770 -0.32994
H 1.28142 -0.33451 -3.24040
H -0.01305 1.06279 -3.39414
H -0.40846 -0.51394 -2.52166
*
```

Computed properties:
E: -769.0097 hartree
HOMO level: -3.69 eV
energy above the lowest of the compared OMol25 structures with the same formula, charge and spin: 4.332 eV

natural (NBO) population analysis, charges in e, atoms 1 to 6:
1 Cl -0.987
2 C -0.256
3 O -0.561
4 C -0.094
5 C -0.087
6 O -0.553



No. 3
Molecular formula: C6H9N
Method: DFT, ωB97M-V/def2-TZVPD

Structure (ORCA input):
```
! RIJCOSX wB97M-V def2-TZVPD def2/J DEFGRID3
* xyz 0 1
C 2.27455 -0.07579 -0.02050
C 0.94755 0.07536 0.00985
C 0.18471 1.33532 0.16740
C -1.13910 0.63687 -0.25165
N -2.45466 0.11570 0.01458
C -1.14999 -0.52073 0.51621
C -0.00027 -1.26035 -0.05631
H 2.61711 -1.13217 -0.19771
H 2.95665 0.84641 0.03359
H 0.41297 2.19737 -0.38726
H 0.26483 1.67931 1.23318
H -0.75629 0.43712 -1.32668
H -2.87788 -0.17170 -0.98065
H -1.24278 -0.42470 1.66942
H -0.20265 -1.67637 -0.99220
H 0.16525 -2.06165 0.56873
*
```

Computed properties:
E: -288.5627 hartree
HOMO level: -8.73 eV
structure (SMILES): C=C1C[C@@H]2N[C@H]2C1
energy above the lowest of the compared OMol25 structures with the same formula, charge and spin: 5.967 eV

natural (NBO) population analysis, charges in e, atoms 1 to 6:
1 C -0.401
2 C 0.017
3 C -0.454
4 C -0.069
5 N -0.561
6 C -0.106



No. 4
Molecular formula: C42H34AsBiBrN2O2
Method: DFT, ωB97M-V/def2-TZVPD

Structure (ORCA input):
```
! RIJCOSX wB97M-V def2-TZVPD def2/J DEFGRID3
* xyz 1 1
Bi 0.34442 0.32326 1.27757
O 0.09882 -3.24763 3.42824
C 1.14763 -4.01270 3.03656
C 1.32636 -5.25376 3.63938
C 2.36607 -6.07477 3.25150
C 3.22083 -5.67558 2.23728
C 3.07047 -4.42789 1.65719
C 2.05720 -3.57336 2.06546
C 1.95781 -2.11685 1.62960
O 0.69196 -1.79459 1.19101
N 2.93590 -1.76408 0.62455
N 2.65725 -0.89639 -0.32890
C 3.60192 -0.51671 -1.11041
C 3.38582 0.28452 -2.27223
Br 1.53965 0.36985 -2.84584
C 4.34030 0.86912 -3.02116
C 5.76020 0.90320 -2.69917
C 6.69337 0.84837 -3.73966
C 8.04805 0.79426 -3.47337
C 8.50365 0.81875 -2.16434
C 7.59532 0.93894 -1.12498
C 6.23960 0.99002 -1.38869
H -0.08196 -2.60222 2.72459
H 0.63261 -5.55480 4.40805
H 2.50285 -7.03364 3.72952
H 4.01437 -6.32829 1.90744
H 3.75495 -4.12974 0.87760
H 2.20468 -1.51958 2.55072
H 3.90144 -2.04869 0.76636
H 4.62465 -0.86906 -0.95010
H 4.05282 1.33170 -3.95531
H 6.35224 0.81794 -4.76250
H 8.75655 0.74239 -4.28728
H 9.56132 0.75999 -1.95466
H 7.94747 1.01056 -0.10551
H 5.54884 1.13712 -0.57078
C -1.61160 -0.23442 1.97754
C -2.63017 -0.71545 2.41804
C -3.85050 -1.23607 2.90983
C -3.97442 -1.54909 4.26401
C -5.15062 -2.10004 4.73418
C -6.20340 -2.34139 3.86586
C -6.09100 -2.01187 2.52402
C -4.92131 -1.45594 2.04215
H -3.14412 -1.36878 4.93137
H -5.24118 -2.35795 5.77863
H -7.10725 -2.79954 4.23327
H -6.91314 -2.20536 1.85035
H -4.82124 -1.19858 0.99676
C -4.30110 3.15812 2.21919
C -2.94399 3.41514 2.33178
C -2.06242 2.85369 1.42870
C -2.52369 2.02580 0.40863
C -3.88536 1.79221 0.28828
C -4.76966 2.35776 1.19282
As -1.15817 1.26050 -0.76693
C -0.61164 3.00285 -1.50253
C -1.62606 3.86242 -1.92299
C -1.31965 5.11758 -2.41562
C 0.00311 5.52201 -2.50238
C 1.01416 4.68315 -2.06380
C 0.70786 3.43347 -1.54374
C -2.27254 0.43107 -2.15731
C -2.45357 1.03623 -3.39543
C -3.38296 0.51466 -4.28111
C -4.10991 -0.61481 -3.94422
C -3.89154 -1.24577 -2.72991
C -2.97466 -0.72494 -1.83123
H -4.99066 3.58693 2.92930
H -2.58107 4.05451 3.12158
H -0.99727 3.07043 1.50452
H -4.25103 1.16601 -0.51654
H -5.82877 2.17608 1.09547
H -2.66136 3.53849 -1.86318
H -2.11524 5.77341 -2.73664
H 0.23829 6.49115 -2.91441
H 2.04396 5.00382 -2.12987
H 1.50394 2.78610 -1.18884
H -1.87020 1.90969 -3.66192
H -3.54276 0.99741 -5.23257
H -4.84224 -1.00714 -4.63183
H -4.44169 -2.14030 -2.48247
H -2.79761 -1.21288 -0.87856
*
```

Computed properties:
E: -6904.9028 hartree
HOMO level: -10.19 eV
energy above the lowest of the compared OMol25 structures with the same formula, charge and spin: 1.358 eV

Mulliken population analysis, charges in e, atoms 1 to 6:
1 Bi 1.491
2 O -0.596
3 C 0.135
4 C -0.649
5 C -0.450
6 C -0.819



No. 5
Molecular formula: C5H6N
Method: DFT, ωB97M-V/def2-TZVPD

Structure (ORCA input):
```
! RIJCOSX wB97M-V def2-TZVPD def2/J DEFGRID3
* xyz 1 1
C -1.44866 -1.13143 -0.09426
C -0.42890 0.79381 -0.18950
C -0.17802 -0.58347 -0.00239
C -1.65628 1.32995 0.12928
C 1.11823 -1.29137 0.01734
N -2.58975 -1.07803 -0.04243
H 0.41721 1.31186 -0.60953
H -2.11897 2.31553 -0.18262
H -2.26033 0.98124 0.83702
H 1.21517 -1.72276 0.94661
H 2.06909 -0.78620 -0.19203
H 1.07496 -2.10823 -0.63446
*
```

Computed properties:
E: -248.4533 hartree
HOMO level: -16.34 eV
energy above the lowest of the compared OMol25 structures with the same formula, charge and spin: 4.418 eV

natural (NBO) population analysis, charges in e, atoms 1 to 6:
1 C 0.190
2 C -0.303
3 C 0.263
4 C 0.044
5 C -0.689
6 N -0.113



No. 6
Molecular formula: C11H33N11O22
Method: DFT, ωB97M-V/def2-TZVPD

Structure (ORCA input):
```
! RIJCOSX wB97M-V def2-TZVPD def2/J DEFGRID3
* xyz 0 1
C 2.66419 20.07159 -4.40732
N 3.93189 20.78761 -4.26739
O 4.43207 21.16277 -5.31813
O 4.36950 20.94208 -3.14629
H 2.91456 19.06170 -4.08243
H 2.18900 20.14711 -5.38537
H 1.95935 20.37916 -3.63485
C -4.48077 12.05828 -8.82003
N -4.49661 12.75505 -10.18735
O -4.04713 12.18523 -11.21169
O -4.91760 13.90833 -10.24574
H -4.27676 10.99474 -8.94399
H -5.50178 12.23040 -8.47946
H -3.58304 12.42377 -8.32144
C 1.99573 5.47965 -4.76478
N 1.63906 4.07844 -4.85322
O 2.19786 3.42161 -5.70965
O 0.58816 3.72213 -4.30788
H 2.03796 5.76004 -3.71231
H 1.43037 5.98805 -5.54579
H 3.05940 5.48924 -5.00272
C 2.26013 11.01091 -5.82061
N 1.95519 12.35066 -6.41321
O 1.38442 12.36503 -7.47963
O 2.31092 13.41111 -5.88254
H 2.90722 11.09717 -4.94772
H 2.87740 10.53905 -6.58510
H 1.35355 10.42818 -5.65739
C 1.26940 12.62085 -0.08046
N 0.21967 11.60373 0.01109
O -0.68682 11.89168 0.78550
O 0.24782 10.53769 -0.63709
H 1.46806 12.89324 0.95609
H 0.87701 13.47757 -0.62832
H 2.15312 12.26737 -0.61169
C 3.93012 8.00773 -12.12766
N 3.33528 7.60855 -10.77119
O 2.17530 7.59722 -10.56707
O 4.13995 7.44980 -9.87033
H 4.53778 8.87936 -11.88452
H 3.13576 8.39561 -12.76535
H 4.48820 7.14201 -12.48427
C 8.79914 13.73439 -7.64344
N 7.70279 12.78748 -8.14726
O 7.55543 11.73130 -7.54125
O 7.13510 13.12028 -9.21280
H 9.74882 13.40931 -8.06831
H 8.91515 13.59125 -6.56912
H 8.70396 14.77843 -7.94179
C -4.34485 4.42280 -5.87020
N -4.11375 5.63669 -5.06109
O -3.38340 6.53650 -5.51941
O -4.67128 5.61022 -3.94544
H -4.16112 3.47687 -5.36073
H -3.67928 4.41931 -6.73339
H -5.39333 4.46009 -6.16586
C 9.29431 9.10987 -1.12258
N 9.35028 10.32151 -1.97440
O 8.28899 10.87510 -2.22364
O 10.42837 10.67195 -2.35014
H 9.37671 9.44162 -0.08756
H 10.11778 8.44854 -1.39208
H 8.36015 8.56188 -1.24567
C -4.23375 16.98274 -3.31141
N -3.15679 17.56922 -4.19822
O -3.06819 18.79574 -4.29393
O -2.44605 16.74994 -4.84831
H -3.87155 16.98101 -2.28336
H -4.38246 15.92959 -3.54987
H -5.06589 17.61240 -3.62632
C 2.50518 13.70730 -13.60339
N 3.64956 13.84492 -14.58782
O 4.46297 14.73327 -14.48003
O 3.74626 13.02926 -15.55358
H 1.79174 14.53137 -13.60477
H 2.94669 13.58781 -12.61400
H 1.94923 12.84229 -13.96504
*
```

Computed properties:
E: -2695.3534 hartree
HOMO level: -10.82 eV
structure (SMILES): C[N+](=O)[O-].C[N+](=O)[O-].C[N+](=O)[O-].C[N+](=O)[O-].C[N+](=O)[O-].C[N+](=O)[O-].C[N+](=O)[O-].C[N+](=O)[O-].C[N+](=O)[O-].C[N+](=O)[O-].C[N+](=O)[O-]
energy above the lowest of the compared OMol25 structures with the same formula, charge and spin: 3.847 eV

Mulliken population analysis, charges in e, atoms 1 to 6:
1 C -0.694
2 N 0.856
3 O -0.508
4 O -0.520
5 H 0.275
6 H 0.304